Computed, not measured: a structure of composition C7H3BrF6NO2PPbS3, with wB97M-V/def2-TZVPD.

## Properties
Kohn-Sham gap (spin up / spin down) (Ha): 0.2999 / 0.1630
2S+1: 2
Expectation value of S²: 0.77
Energy relative to the best compared isomer or geometry (same formula, charge and spin) (eV): 0.414
Total charge: +1
HOMO (spin up / spin down) (eV): -12.492 / -12.492

```
25
C7H3BrF6NO2PPbS3 (wB97M-V/def2-TZVPD)
Pb 1.3725 -0.8141 2.3552
S -0.5667 -5.6636 2.8798
C -0.1171 -4.0436 2.6032
S 0.8125 -4.4670 3.9833
S -0.4660 -2.8480 1.5930
Br 0.0540 3.8504 -3.2120
C -1.0275 3.0982 -1.9739
C -2.4229 3.5136 -1.9468
N -3.2929 3.0397 -1.0888
C -2.8280 2.1225 -0.2301
C -1.4672 1.6625 -0.1717
C -0.5559 2.1546 -1.0637
C -1.1179 0.5794 0.8191
O -1.9542 -0.2961 0.9415
O 0.0501 0.6773 1.3233
H -2.7740 4.2351 -2.6763
H -3.5457 1.7063 0.4669
H 0.4794 1.8381 -1.0464
F 1.2130 -1.6004 -0.8020
P 2.8045 -1.5100 -0.5995
F 2.9471 -0.5105 -1.8043
F 2.4463 -0.1407 0.4365
F 4.3204 -1.3452 -0.1805
F 2.5772 -2.4247 0.8154
F 3.0589 -2.8137 -1.4211
```

Atom charges from the Mulliken analysis, given in e for atoms 1 to 4: 1.188 -0.022 0.425 -0.066

Computed, not measured: a cluster of 2 separate species, C4H8S in total at a distorted geometry, with wB97M-V/def2-TZVPD.

## Properties
Kohn-Sham gap (Ha): 0.3460
SMILES: C#C.CSC
Energy relative to the best compared isomer or geometry (same formula, charge and spin) (eV): 1.917
HOMO (eV): -8.551

```
13
C4H8S (wB97M-V/def2-TZVPD)
C 4.3254 3.5084 -1.8572
C 3.9971 2.5877 -1.1395
H 4.6169 4.3261 -2.4947
H 3.7055 1.7701 -0.5020
C -2.1188 -0.4946 1.6859
S -1.2760 -2.0686 1.4531
C -1.5530 -2.2484 -0.3169
H -2.0451 -0.2220 2.7521
H -3.1854 -0.5638 1.4133
H -1.6534 0.3050 1.0853
H -2.6293 -2.2874 -0.5549
H -1.0974 -1.4187 -0.8830
H -1.0865 -3.1937 -0.6414
```

Atom charges from the Mulliken analysis, given in e for atoms 1 to 4: -0.332 -0.347 0.334 0.344

Computed, not measured: a structure of composition C2AgF3NO5S2 at a distorted geometry, with wB97M-V/def2-TZVPD.

## Properties
Kohn-Sham gap (Ha): 0.2313
Energy relative to the best compared isomer or geometry (same formula, charge and spin) (eV): 0.174
Total charge: -1
HOMO (eV): -4.439

```
14
C2AgF3NO5S2 (wB97M-V/def2-TZVPD)
O -2.6524 -1.5544 -1.2908
C -3.2422 -0.5519 -1.5567
O -3.7529 0.1596 -2.3410
Ag -0.9699 -1.5476 0.4370
N 0.4780 0.7758 -0.1771
S -0.7893 1.6651 0.5301
O -1.1597 2.6956 -0.5161
O -1.9303 0.5403 0.4080
S 1.9222 1.0325 0.5263
O 3.0011 1.2025 -0.5264
C 2.2305 -0.7666 1.0265
F 1.1978 -1.1933 1.7715
F 2.3270 -1.5665 -0.0371
F 3.3401 -0.8912 1.7457
```

Atom charges from the Mulliken analysis, given in e for atoms 1 to 4: -0.462 0.842 -0.329 0.538

Computed, not measured: a cluster of 2 separate species, CH4S2 in total at a distorted geometry, with wB97M-V/def2-TZVPD.

## Properties
Kohn-Sham gap (Ha): 0.3086
SMILES: C=S.S
Energy relative to the best compared isomer or geometry (same formula, charge and spin) (eV): 1.601
HOMO (eV): -9.066

```
7
CH4S2 (wB97M-V/def2-TZVPD)
C 1.7050 -0.0783 0.1030
S 0.5736 1.0392 -0.0891
H 1.6890 -0.7786 0.8529
H 2.6046 -0.2891 -0.4141
S -2.7799 -0.0418 -0.0092
H -1.8514 -0.9167 -0.4371
H -1.9409 1.0654 -0.0063
```

Atom charges from the Mulliken analysis, given in e for atoms 1 to 4: -0.331 -0.183 0.267 0.278

Computed, not measured: a structure of composition C30H55GaNSSbSeSi2, with wB97M-V/def2-TZVPD.

## Properties
Kohn-Sham gap (Ha): 0.3007
Energy relative to the best compared isomer or geometry (same formula, charge and spin) (eV): 0.158
HOMO (eV): -7.621

```
92
C30H55GaNSSbSeSi2 (wB97M-V/def2-TZVPD)
Ga -0.7422 -1.1622 -0.2603
C -3.4929 2.3865 3.0881
Si -4.5824 0.8821 3.2181
C -4.6764 0.3340 5.0034
C -6.2945 1.3024 2.5933
C -4.0001 -0.6122 2.2131
C -4.7848 -1.7599 2.3014
C -4.4829 -2.9254 1.6058
C -3.3704 -2.9156 0.7925
N -2.6118 -1.8294 0.6717
C -2.8877 -0.7116 1.3659
S -1.6851 0.5298 1.0521
H -3.9367 3.1773 3.6995
H -3.4138 2.7500 2.0633
H -2.4830 2.1979 3.4528
H -5.1031 1.1248 5.6245
H -3.6830 0.1007 5.3917
H -5.2978 -0.5552 5.1265
H -6.7354 2.1067 3.1866
H -6.9682 0.4446 2.6446
H -6.2568 1.6330 1.5533
H -5.6639 -1.7554 2.9384
H -5.0939 -3.8122 1.6915
H -3.0693 -3.7783 0.2102
C 6.5074 -2.2208 0.4088
C 5.0241 -2.4195 0.5622
C 4.4042 -2.3035 1.7970
C 3.0294 -2.4565 1.9516
C 2.4412 -2.3176 3.3288
C 2.2404 -2.7244 0.8214
Se 0.3386 -2.8234 1.0896
C 2.8557 -2.9154 -0.4240
C 2.1115 -3.3069 -1.6708
C 4.2321 -2.7418 -0.5303
H 6.9649 -1.9222 1.3515
H 6.7293 -1.4504 -0.3322
H 6.9941 -3.1401 0.0776
H 5.0039 -2.0697 2.6705
H 3.2019 -1.9768 4.0312
H 2.0463 -3.2705 3.6874
H 1.6070 -1.6166 3.3402
H 1.0391 -3.1748 -1.5753
H 2.2818 -4.3611 -1.9040
H 2.4655 -2.7243 -2.5235
H 4.6961 -2.8627 -1.5051
C -3.1511 -1.7663 -4.4452
Si -2.5080 -0.6586 -3.0734
C -3.9631 -0.1753 -1.9977
C -1.7826 0.8710 -3.8748
C -1.1779 -1.5773 -2.1409
H -3.8671 -1.2371 -5.0790
H -3.6544 -2.6461 -4.0375
H -2.3350 -2.1159 -5.0818
H -4.7042 0.3658 -2.5914
H -3.6571 0.4690 -1.1709
H -4.4552 -1.0560 -1.5767
H -2.5606 1.4850 -4.3344
H -1.0748 0.5869 -4.6574
H -1.2503 1.4910 -3.1548
H -0.2652 -1.5533 -2.7419
H -1.4758 -2.6331 -2.0862
C 1.9767 0.7272 -3.7165
C 2.6921 1.2645 -2.4783
C 3.2681 2.6501 -2.7425
Sb 1.4113 1.0965 -0.7438
C 0.6798 3.0632 -0.2066
C 1.6904 4.1921 -0.0515
C -0.4774 3.4755 -1.1127
C 2.9187 0.8724 0.7911
C 4.2364 1.6023 0.5576
C 2.3120 1.2230 2.1465
H 2.6720 0.6474 -4.5577
H 1.1684 1.3963 -4.0205
H 1.5385 -0.2577 -3.5508
H 3.5135 0.5869 -2.2221
H 2.4791 3.3738 -2.9587
H 3.9290 2.6224 -3.6149
H 3.8491 3.0256 -1.9000
H 0.2602 2.8394 0.7803
H 2.1385 4.4724 -1.0045
H 2.4941 3.9454 0.6410
H 1.1835 5.0808 0.3386
H -0.1545 3.6206 -2.1475
H -0.9040 4.4234 -0.7709
H -1.2776 2.7354 -1.1093
H 3.1210 -0.1895 0.7700
H 4.1236 2.6879 0.5914
H 4.6975 1.3447 -0.3977
H 4.9503 1.3270 1.3414
H 2.0823 2.2895 2.2192
H 3.0203 0.9913 2.9483
H 1.3913 0.6672 2.3440
```

Atom charges from the Mulliken analysis, given in e for atoms 1 to 4: 0.568 -0.976 0.145 -1.099

Computed, not measured: a cluster of 3 separate species, C19H51N7O5P2S in total at a distorted geometry, with wB97M-V/def2-TZVPD.

## Properties
Kohn-Sham gap (Ha): 0.2704
SMILES: C[C@@H]1CCS(=O)(=O)O[C@H]1CCN.CN(C)P(=O)(N(C)C)N(C)C.CN(C)P(=O)(N(C)C)N(C)C
Energy relative to the best compared isomer or geometry (same formula, charge and spin) (eV): 0.360
HOMO (eV): -8.140

```
85
C19H51N7O5P2S (wB97M-V/def2-TZVPD)
C 3.5841 -4.2987 -2.1962
C 2.1047 -4.4814 -2.6806
C 1.0698 -3.5622 -1.9242
C -0.3065 -3.5284 -2.7408
S -0.8923 -5.2725 -2.9711
O -1.8916 -5.3254 -4.0783
O -1.3939 -5.8723 -1.7132
O 0.4336 -6.0980 -3.5118
C 1.5582 -5.9555 -2.6137
C 2.5931 -7.0726 -2.9796
C 2.9475 -7.1324 -4.5389
N 3.6844 -8.4138 -4.7827
H 3.7437 -4.4568 -1.1042
H 3.8699 -3.2357 -2.4236
H 4.2769 -4.9366 -2.8067
H 2.0712 -4.1691 -3.7627
H 1.4246 -2.5023 -1.8340
H 0.8591 -4.0233 -0.9241
H -0.0668 -3.1701 -3.7724
H -1.0599 -2.8971 -2.2223
H 1.1838 -6.1506 -1.5743
H 2.0809 -8.0558 -2.7714
H 3.5224 -7.0668 -2.3632
H 2.0037 -7.2094 -5.1380
H 3.5580 -6.2346 -4.7908
H 4.4489 -8.4078 -4.1024
H 3.0190 -9.1436 -4.5170
C 3.6730 -1.1668 2.2898
N 3.7387 0.1334 1.6355
C 4.9719 0.1945 0.8510
P 2.3893 0.7436 0.7420
O 2.2402 -0.4919 -0.1641
N 0.8827 0.5859 1.5354
C 0.6889 0.1762 2.9077
C -0.2260 0.0903 0.7218
N 2.5568 2.3140 1.6012
C 2.6193 3.4344 0.6521
C 3.4560 2.5849 2.7150
H 4.6074 -1.3714 2.8205
H 3.4981 -1.9877 1.5855
H 2.8995 -1.1952 3.0535
H 5.1038 1.1965 0.4259
H 4.9615 -0.5234 0.0229
H 5.8453 -0.0018 1.4776
H 0.7143 -0.9146 3.0122
H -0.2841 0.5207 3.2730
H 1.4252 0.6114 3.5831
H -0.2078 -1.0052 0.6410
H -0.1847 0.5068 -0.2849
H -1.1882 0.3883 1.1460
H 3.5860 3.4674 0.1374
H 2.4552 4.3918 1.1527
H 1.8353 3.3297 -0.1064
H 4.5045 2.6571 2.4043
H 3.3795 1.8371 3.5006
H 3.1801 3.5382 3.1795
C -6.0835 3.0089 0.4494
N -5.2926 3.5174 1.5631
C -5.6428 2.7582 2.7639
P -3.5812 3.7138 1.4163
O -3.3022 2.2715 0.9593
N -3.0748 4.4747 -0.0311
C -3.9401 5.1053 -1.0022
C -1.9424 3.8593 -0.7187
N -3.7322 5.3663 2.1075
C -2.8120 5.5549 3.2376
C -4.9809 6.0608 2.3912
H -7.1423 2.9747 0.7215
H -5.7822 2.0026 0.1397
H -6.0325 3.6670 -0.4148
H -5.1408 3.1813 3.6421
H -5.3449 1.7072 2.6801
H -6.7169 2.8064 2.9586
H -4.3788 4.3734 -1.6900
H -3.3758 5.8264 -1.6029
H -4.7432 5.6772 -0.5386
H -2.2585 3.0069 -1.3339
H -1.1995 3.5046 -0.0029
H -1.4394 4.5835 -1.3656
H -3.1556 5.0135 4.1261
H -2.7022 6.6121 3.4913
H -1.8150 5.1814 2.9781
H -5.4982 5.6592 3.2699
H -5.6670 6.0411 1.5480
H -4.7711 7.1190 2.5833
```

Atom charges from the Mulliken analysis, given in e for atoms 1 to 4: -1.622 0.675 -0.607 -0.718

Computed, not measured: the molecule C7H9N at a distorted geometry, with wB97M-V/def2-TZVPD.

## Properties
Kohn-Sham gap (Ha): 0.3486
SMILES: C1=CC2C=CCN2C1
Energy relative to the best compared isomer or geometry (same formula, charge and spin) (eV): 1.804
HOMO (eV): -8.315

```
17
C7H9N (wB97M-V/def2-TZVPD)
C 1.9947 0.1224 -0.3751
C 1.3313 1.2274 -0.0347
C -0.0052 0.8479 0.6700
C -1.2770 1.2638 -0.0340
C -2.0018 0.1845 -0.3589
C -1.2884 -1.0696 0.0538
N 0.0052 -0.6163 0.6441
C 1.2355 -1.1073 0.0293
H 2.9990 0.1175 -0.8231
H 1.7562 2.2243 -0.2158
H 0.0907 1.2753 1.6965
H -1.5904 2.3039 -0.2260
H -2.9617 0.1211 -0.8753
H -1.9120 -1.6611 0.7553
H -1.1255 -1.6980 -0.8734
H 1.7792 -1.7192 0.7725
H 0.9702 -1.8164 -0.8055
```

Atom charges from the Mulliken analysis, given in e for atoms 1 to 4: -0.327 -0.470 -0.030 -0.375

Computed, not measured: a cluster of 2 separate species, C5H8ClNO2 in total at a distorted geometry, with wB97M-V/def2-TZVPD.

## Properties
Kohn-Sham gap (Ha): 0.3649
SMILES: C[C@@H](O)C=C=O.[H]/N=C\Cl
Energy relative to the best compared isomer or geometry (same formula, charge and spin) (eV): 2.776
HOMO (eV): -9.281

```
17
C5H8ClNO2 (wB97M-V/def2-TZVPD)
C -1.2295 -0.2564 -0.8673
C 0.1804 0.1007 -0.3527
O 1.0655 0.2724 -1.3581
C 0.1037 1.4071 0.5988
C -0.8828 2.2420 0.6447
O -1.8463 2.8932 0.5677
H -1.1241 -0.4394 -1.9344
H -1.9108 0.4764 -0.5395
H -1.6250 -1.3694 -0.6000
H 0.5028 -0.7453 0.3639
H 0.5948 0.6918 -2.1296
H 0.9131 1.5032 1.1741
H 4.9411 0.0262 1.5325
N 4.2329 0.6510 1.0082
C 3.6196 0.1230 0.0989
Cl 3.8673 -1.4616 -0.5417
H 2.8846 0.7468 -0.5012
```

Atom charges from the Mulliken analysis, given in e for atoms 1 to 4: -1.004 0.427 -0.547 -0.880

Computed, not measured: a cluster of 2 separate species, C20H24N5O2S in total at a distorted geometry, with wB97M-V/def2-TZVPD.

## Properties
Kohn-Sham gap (Ha): 0.1530
Energy relative to the best compared isomer or geometry (same formula, charge and spin) (eV): 0.000
Total charge: -1
HOMO (eV): -2.874

```
52
C20H24N5O2S (wB97M-V/def2-TZVPD)
C 1.3928 -4.8811 0.9871
C 0.0120 -4.3858 0.9939
N -1.0799 -5.2157 0.9922
C -2.1723 -4.4098 0.9973
C -3.5702 -4.9034 0.9779
C -1.7060 -3.0503 1.0123
N -0.3527 -3.0625 1.0033
H 2.0866 -4.0375 0.9789
H 1.5823 -5.4973 1.8726
H 1.5655 -5.5035 0.1029
H -4.2626 -4.0517 0.9747
H -3.7604 -5.5159 0.0843
H -3.7834 -5.5278 1.8578
H -2.3267 -2.1578 1.0338
C -3.3151 5.0404 2.0845
N -2.0290 4.3908 2.2299
C -1.0688 5.1247 3.0275
C -1.6505 3.2981 1.4413
C -1.2232 3.4914 0.1095
C -0.7799 2.4245 -0.6415
C -0.7662 1.1121 -0.1126
C -0.2672 -0.0221 -0.8611
C 0.9355 -0.0781 -1.4986
C 1.2471 -1.2534 -2.3030
O 0.4403 -2.1607 -2.5282
N 2.5575 -1.3383 -2.8258
C 2.8131 -2.5587 -3.5669
C 3.5259 -0.3401 -2.7954
S 5.0331 -0.4067 -3.5264
N 3.1551 0.7850 -2.0743
C 4.1675 1.8370 -1.9616
C 1.9942 0.9168 -1.2832
O 1.9125 1.8367 -0.4624
C -1.2687 0.9158 1.1912
C -1.6711 1.9861 1.9663
H -3.9446 4.4616 1.3990
H -3.8030 5.1031 3.0682
H -3.1897 6.0634 1.6982
H -0.0980 4.6165 2.9933
H -0.9596 6.1518 2.6461
H -1.4204 5.1809 4.0674
H -1.2193 4.5024 -0.3001
H -0.4295 2.5906 -1.6596
H -0.8956 -0.9098 -0.9141
H 3.8338 -2.4801 -3.9366
H 2.6982 -3.4181 -2.9008
H 2.0995 -2.6475 -4.3896
H 3.7443 2.6539 -1.3850
H 5.0584 1.4290 -1.4736
H 4.4456 2.1510 -2.9705
H -1.2701 -0.1010 1.5886
H -2.0173 1.8511 2.9910
```

Atom charges from the Mulliken analysis, given in e for atoms 1 to 4: -0.995 0.451 -0.828 0.274

Computed, not measured: the molecule C21H19F3N4O3 at a distorted geometry, with wB97M-V/def2-TZVPD.

## Properties
Kohn-Sham gap (Ha): 0.2774
SMILES: O=[N+]([O-])c1cc(CN2CCN(c3cccc(C(F)(F)F)c3)CC2)c2cccnc2c1O
Energy relative to the best compared isomer or geometry (same formula, charge and spin) (eV): 2.945
HOMO (eV): -8.106

```
50
C21H19F3N4O3 (wB97M-V/def2-TZVPD)
O -1.6447 -3.6177 -1.4020
N -0.4901 -3.5926 -1.0124
O 0.3922 -4.2914 -1.4550
C -0.1765 -2.6551 0.0255
C -1.2479 -1.9840 0.6498
C -1.0731 -0.9896 1.5779
C -2.2489 -0.1073 1.9288
N -2.4317 0.9670 0.9489
C -1.3087 1.9000 0.9566
C -1.3223 2.8507 -0.2409
N -1.4463 2.0836 -1.4676
C -0.3931 1.2471 -1.8176
C -0.5683 0.1702 -2.7015
C 0.4664 -0.6857 -3.0179
C 1.7283 -0.5162 -2.4741
C 1.9276 0.5706 -1.6364
C 3.2861 0.8181 -1.0525
F 3.2390 1.4599 0.1328
F 3.9731 -0.3149 -0.8299
F 4.0642 1.5772 -1.8471
C 0.9021 1.4483 -1.3239
C -2.7788 1.5023 -1.4515
C -2.8363 0.4452 -0.3512
C 0.2572 -0.7072 2.0071
C 0.6091 0.2074 3.0257
C 1.9261 0.4012 3.3491
C 2.9127 -0.3198 2.6581
N 2.6281 -1.1861 1.7269
C 1.3388 -1.3931 1.4015
C 1.1336 -2.3566 0.3654
O 2.1931 -2.8927 -0.2162
H -2.2406 -2.2951 0.3584
H -3.1675 -0.6978 1.9344
H -2.1348 0.3586 2.9084
H -1.3731 2.4756 1.8858
H -0.3417 1.3771 0.9442
H -0.4205 3.4622 -0.2462
H -2.1780 3.5263 -0.1861
H -1.5289 -0.0149 -3.1524
H 0.2827 -1.5118 -3.6871
H 2.5278 -1.2054 -2.6899
H 1.1331 2.2814 -0.6812
H -3.0309 1.0561 -2.4119
H -3.4924 2.3057 -1.2604
H -3.8565 0.0651 -0.2423
H -2.1908 -0.3846 -0.6777
H -0.1612 0.7488 3.5533
H 2.2114 1.0951 4.1236
H 3.9622 -0.1850 2.8787
H 2.9889 -2.4963 0.1921
```

Atom charges from the Mulliken analysis, given in e for atoms 1 to 4: -0.668 1.130 -0.619 -0.800

Computed, not measured: the molecule C13H10Cl2FN, with wB97M-V/def2-TZVPD.

## Properties
Kohn-Sham gap (Ha): 0.3308
SMILES: Fc1ccccc1CNc1cc(Cl)cc(Cl)c1
HOMO (eV): -8.295

```
27
C13H10Cl2FN (wB97M-V/def2-TZVPD)
F 1.8786 -3.0747 -0.4687
C 1.1589 -2.5310 -1.4758
C 0.9732 -3.2735 -2.6271
C 0.2366 -2.7288 -3.6635
C -0.2976 -1.4570 -3.5373
C -0.0985 -0.7295 -2.3778
C 0.6335 -1.2550 -1.3192
C 0.8543 -0.4647 -0.0582
N -0.3680 0.1991 0.3356
C -0.4506 1.0944 1.3641
C 0.6811 1.6497 1.9698
C 0.5286 2.5990 2.9627
Cl 1.9405 3.2719 3.6945
C -0.7164 3.0252 3.3937
C -1.8302 2.4605 2.7902
Cl -3.4022 2.9573 3.3032
C -1.7168 1.5124 1.7958
H 1.4032 -4.2601 -2.6953
H 0.0832 -3.2968 -4.5678
H -0.8692 -1.0291 -4.3465
H -0.5091 0.2642 -2.2812
H 1.2326 -1.1252 0.7353
H 1.6164 0.2988 -0.2547
H -1.2148 -0.3099 0.1315
H 1.6726 1.3471 1.6795
H -0.8167 3.7639 4.1703
H -2.6032 1.0919 1.3467
```

Atom charges from the Mulliken analysis, given in e for atoms 1 to 4: -0.321 0.431 -0.581 -0.344

Question: Number 5 is which compound?
Answer: C30H55GaNSSbSeSi2